No. 1
{"formula": "C21H38N", "method": "ωB97M-V/def2-TZVPD", "symbols": ["C", "C", "H", "H", "H", "H", "H", "H", "C", "H", "C", "H", "H", "C", "H", "H", "C", "H", "H", "N", "H", "H", "C", "C", "H", "C", "H", "C", "H", "H", "C", "C", "C", "C", "H", "H", "C", "H", "C", "C", "H", "H", "H", "H", "H", "H", "H", "C", "C", "C", "H", "H", "H", "H", "H", "H", "C", "H", "H", "H"], "positions_angstrom": [[3.594810, 0.938280, 1.293847], [-5.251178, -0.623459, -0.600969], [-8.155952, -0.362131, -0.528925], [-3.784083, 0.440129, 0.896186], [8.210175, -3.774419, 0.315767], [-5.680262, -0.843868, 1.470717], [5.866909, -2.607235, 0.049774], [3.234109, 1.572788, -0.730781], [5.194634, -0.394924, -0.166047], [-3.995486, 1.815368, -1.283406], [-0.948388, 0.771016, -0.973149], [4.134081, 2.663667, 0.403626], [-5.011462, -2.173278, 0.683758], [6.683316, -2.153332, 0.207143], [5.178114, 0.390936, -0.942156], [10.108929, -2.578079, -0.288253], [-3.494229, 0.961688, -1.004527], [-3.247214, 0.475362, -2.094624], [2.812968, 0.039084, 0.933608], [6.663253, -0.814905, -0.374661], [-0.061817, 2.667325, 1.163057], [2.193654, 3.406162, 1.732708], [-2.081925, 1.753565, -0.952426], [4.974432, 0.257555, 1.010038], [0.770921, 1.217209, 1.350325], [7.575225, -0.103509, -0.521252], [-8.289111, -0.502330, 1.476292], [8.984828, -1.883606, -0.135380], [-2.233278, 2.245010, 0.089576], [0.410710, 2.358712, -1.421184], [-5.723463, -1.456183, 0.585800], [0.700047, 2.187768, 0.627317], [1.945364, 2.901762, 0.581234], [3.346895, 1.855105, 0.213873], [-9.680721, -2.242408, -0.918317], [1.319364, 0.610807, -0.880357], [8.000447, -2.647518, 0.106203], [-3.160870, -0.648716, -0.151842], [-3.942941, 0.007020, -0.065862], [8.842334, -0.654744, -0.730451], [-1.917104, 2.393199, -1.520654], [-6.103406, 0.456693, -0.481646], [5.753032, 0.900698, 1.371848], [3.466619, 1.219931, 2.308247], [-7.258051, -2.948982, 1.067697], [-1.129164, 0.093002, 0.170841], [-9.783819, -2.445806, 0.774256], [-9.565650, -1.775037, 0.091682], [0.512051, 1.377700, -0.790861], [-6.961697, -1.971368, 0.229148], [-1.043209, 0.156196, -1.792840], [-10.288693, -1.072488, 0.321262], [4.500457, -1.006537, -0.491716], [5.053404, -0.529653, 2.024583], [-6.936863, -2.582919, -0.619798], [9.747634, 0.154191, -0.943930], [-8.136643, -1.090713, 0.283872], [-5.219365, -0.900510, -1.466016], [7.315687, 0.838459, -0.793993], [1.991643, 3.662276, -0.168288]], "atomic_forces_ev_per_a": [[-1.2691, -5.9854, -3.6261], [-1.8479, 8.8862, 13.6470], [0.4271, 0.5130, 0.4738], [-1.2288, 0.0274, 1.2926], [-0.6791, 2.1906, -0.1659], [-0.3344, 0.2366, 0.3274], [-6.0416, -3.6729, -0.1260], [-0.0824, -1.5194, -3.7651], [4.9611, 4.5341, -5.1268], [-2.7954, 1.4521, -0.1568], [1.5185, -0.2333, 6.8303], [-0.6353, -0.7237, -1.2925], [2.0490, -2.5504, 0.6226], [9.4899, 4.8539, -3.2942], [-0.4615, 0.0501, -0.1787], [-3.3025, 2.8056, 0.7257], [5.2291, 2.2962, -7.2527], [-1.3466, 0.4425, 2.1348], [1.5004, 1.6784, 1.9966], [-13.4014, -11.2906, 6.5773], [-1.6732, 1.1331, -0.4009], [-0.5126, -1.2533, -3.4033], [-3.3832, -10.7678, 12.9851], [-1.1557, -0.4465, 10.3743], [0.3246, 2.0501, -1.0133], [9.2244, 4.9562, -3.6270], [0.9568, -1.4952, -3.7421], [10.2539, 1.0105, -4.2862], [1.0434, -0.4225, -1.3757], [1.3399, -2.1781, -0.2299], [1.7910, 2.6843, -1.5988], [0.1480, -6.8182, 0.2021], [4.6647, -0.1839, 3.2168], [-1.3273, 8.1555, 5.2498], [-0.0152, 0.6093, 0.7263], [-0.6164, 1.1040, -0.4508], [-7.3627, -7.0740, 3.7401], [1.6955, -2.7433, 0.3490], [-0.7391, 0.0325, -1.0208], [3.3036, 3.5441, 2.0795], [1.5197, 10.3536, -9.8437], [2.4550, -3.1766, -1.0934], [0.6333, 0.8552, -0.5874], [-0.1422, 0.4242, 0.6344], [0.7015, 2.5757, -1.9429], [0.6147, 1.3390, -3.6346], [-0.3596, -3.9391, 3.4131], [3.3625, 1.7496, -3.4465], [-3.2038, 3.3007, 0.7360], [-4.8714, -5.4982, 4.2715], [0.0452, -1.6821, -1.7786], [-1.5463, 1.8956, -0.4361], [-2.8238, -4.0938, -1.2920], [-0.1561, 1.4033, -2.8011], [0.0722, -0.4959, -1.8200], [-2.4258, -2.7063, 0.2886], [-3.6960, 1.5176, 2.5332], [0.3155, -3.6088, -9.6155], [-0.1555, 3.2164, -0.6591], [-0.0487, 0.6823, -0.3436]], "orbital_gap_ev": 6.087, "e_lumo_ev": -4.7, "charge": 1}

***

No. 2
{"formula": "C21H38N4O", "method": "ωB97M-V/def2-TZVPD", "symbols": ["H", "C", "H", "H", "H", "H", "C", "C", "H", "H", "H", "O", "H", "H", "H", "C", "C", "H", "H", "H", "H", "H", "H", "N", "H", "H", "H", "C", "H", "H", "H", "C", "H", "C", "C", "H", "H", "H", "H", "N", "C", "C", "H", "C", "C", "H", "H", "C", "H", "C", "C", "H", "H", "H", "C", "H", "C", "C", "H", "C", "N", "C", "H", "N"], "positions_angstrom": [[-6.259554, 2.734466, -0.089619], [-0.889920, -1.446072, 1.362239], [4.450288, -1.067361, 0.633704], [1.460770, 3.228217, 0.681134], [5.661602, 0.555772, -1.629575], [1.511078, 2.493025, -0.914597], [-4.971033, -0.306007, 0.927096], [-3.060050, -1.569667, -0.046527], [0.312148, 0.710456, 2.193875], [1.557989, -0.546944, 2.050244], [6.440911, -0.261264, 1.902355], [-0.963618, 1.501130, -0.853166], [5.679505, -2.602339, -0.875376], [1.464272, -2.099011, 0.187692], [3.377211, 1.421038, -1.869589], [1.833873, 1.095028, 0.703753], [4.840404, 0.001202, -1.170462], [-1.138568, -4.189941, 0.200691], [-4.486912, -2.524884, -1.289559], [1.074619, 0.241158, -1.755884], [-5.695151, -0.945697, 0.416324], [4.516050, -0.757821, -1.884620], [-4.793730, 2.248505, -2.044357], [-3.628345, -2.563849, -0.764648], [0.152043, -1.918012, -1.007286], [2.322752, -1.020612, -1.834954], [-6.490140, 1.015235, 1.698175], [0.912882, 0.143663, 1.478685], [-1.399509, -0.802748, 2.086854], [-3.844215, 2.440261, -0.570846], [-2.970433, 0.419493, 0.625763], [-3.974499, 0.417008, -1.262765], [-4.755905, -0.757447, 1.898690], [-1.873846, -3.432739, 0.012495], [3.680843, 0.968927, -0.910684], [-0.679627, 3.402623, -0.308897], [5.457993, 1.082272, 1.331865], [4.025386, 1.775900, -0.261543], [-3.045685, 0.500798, -1.827472], [2.578574, 0.294732, -0.252434], [5.331997, -0.698910, 0.100503], [-5.568822, 1.084684, 1.115565], [-4.865913, 1.707561, 1.673515], [6.092266, 0.259645, 1.013241], [-1.899296, -2.108079, 0.485798], [7.092904, -1.547217, -0.823857], [-6.602481, 1.142671, -0.769561], [-3.681028, -0.222846, 0.098908], [-4.672049, -0.206468, -1.827733], [1.142538, 2.357654, 0.103891], [1.707779, -0.430961, -1.153420], [-0.337019, -2.220179, 1.922104], [-0.811002, 2.276204, 1.052746], [-0.754924, 0.605821, -0.508825], [-5.852080, 1.732125, -0.236513], [6.569412, -2.393570, 0.632444], [0.825239, -1.372458, -0.342726], [-0.390405, 2.406828, 0.044165], [6.957821, 0.670439, 0.496627], [-4.576996, 1.804690, -1.070843], [0.028162, -0.602415, 0.599238], [6.222555, -1.884816, -0.264250], [2.574043, 1.453728, 1.431355], [-2.923166, -3.692618, -0.739131]], "atomic_forces_ev_per_a": [[-0.0808, -0.0095, -0.0411], [-0.2073, 0.0513, -0.0763], [0.0545, 0.0034, -0.0352], [0.0456, 0.0572, -0.0116], [0.0796, -0.0219, -0.1064], [0.0316, 0.0959, -0.0270], [0.2021, 0.3057, 0.2469], [0.3360, 0.0403, 0.2106], [-0.0186, -0.0425, -0.0005], [-0.0615, 0.0394, -0.0165], [0.0582, 0.0025, 0.1199], [-0.2301, -0.2242, -0.4583], [-0.0171, -0.1112, -0.0888], [-0.0296, 0.0009, -0.0027], [-0.0009, 0.0842, 0.1098], [-0.0903, 0.0708, 0.2365], [-0.2370, 0.0215, 0.3468], [0.1624, -0.2153, 0.0199], [0.1214, -0.0390, 0.0495], [0.0533, -0.0321, -0.0269], [-0.0340, -0.0882, -0.0155], [0.0261, -0.0213, -0.1135], [0.0622, 0.0713, -0.0024], [0.0544, 0.3515, 0.1224], [0.0580, 0.0092, 0.0344], [-0.0446, -0.0029, -0.0267], [0.0374, 0.0473, 0.0712], [0.2716, 0.2880, 0.1647], [0.1175, -0.0515, 0.0414], [0.0824, 0.0732, -0.0023], [0.0436, 0.0107, -0.0075], [0.2953, 0.3417, 0.1623], [-0.0278, -0.0892, -0.0308], [-0.3235, 0.2664, -0.0401], [0.1572, -0.1501, -0.1541], [0.0181, -0.0558, 0.1540], [-0.0218, 0.1680, 0.0973], [-0.0289, 0.0683, -0.0169], [-0.0352, -0.0858, -0.0585], [-0.0388, -0.0222, -0.0175], [0.2338, -0.0353, -0.1685], [-0.2648, -0.1756, -0.1656], [0.0210, 0.0439, 0.0842], [-0.2525, -0.1714, -0.0808], [-0.2245, 0.0797, 0.0179], [0.1483, 0.0041, -0.0863], [-0.0837, -0.0023, -0.0330], [-0.2871, -0.2573, -0.1547], [-0.0538, -0.0885, -0.0523], [-0.2910, -0.1651, 0.0369], [-0.0251, -0.2328, 0.1210], [-0.0162, 0.1150, 0.0175], [0.0033, 0.0779, -0.0094], [-0.0364, 0.0941, 0.1372], [0.1971, 0.2097, 0.1574], [0.0841, -0.0935, 0.0696], [0.1028, -0.0059, -0.4025], [0.3086, 0.3060, 0.1448], [0.1334, 0.0784, -0.0497], [-0.2563, -0.1853, -0.1791], [0.0670, -0.0412, 0.0570], [-0.2228, 0.1552, 0.1164], [-0.0987, -0.0701, -0.0554], [-0.0272, -0.8454, -0.3331]], "orbital_gap_ev": 9.173, "smiles": "CC(C)CCN1CCN(Cc2cn[nH]c2C2CCCCC2)C[C@@H]1CCO", "e_lumo_ev": 0.8, "charge": 0}